No. 1
C3H4Cl2O | ωB97M-V/def2-TZVPD

For the energy above the lowest of the compared OMol25 structures with the same formula, charge and spin, the calculation gives 0.4303 eV. The HOMO-LUMO gap comes out at 10.46 eV. The spin multiplicity is 1. As for the SMILES: O=C(CCl)CCl. The HOMO energy comes out at -10.24 eV. The strongest force on any atom comes out at 2.58 eV/A.

Last column: Mulliken charge in e.
Cartesian coordinates (Å):
C  0.05489  0.72131  0.07198  0.469
H  1.71715  0.33432  1.41911  0.315
O  0.41163  1.88222  -0.05969  -0.511
C  0.97384  -0.23095  0.81339  -0.510
H  -0.61946  -0.39786  -1.61960  0.281
H  -1.82530  0.85140  -1.09021  0.343
Cl  1.81338  -1.26244  -0.35663  -0.158
C  -1.08032  0.15090  -0.80607  -0.351
Cl  -1.88096  -1.10811  0.15511  -0.193
H  0.43515  -0.94079  1.47261  0.315

=====

No. 2
C3H4Cl2O | ωB97M-V/def2-TZVPD

For the energy above the lowest of the compared OMol25 structures with the same formula, charge and spin, the calculation gives 1.3465 eV. The HOMO-LUMO gap comes out at 10.05 eV. The spin multiplicity is 1. As for the SMILES: OCC=C(Cl)Cl. The HOMO energy comes out at -9.37 eV. The strongest force on any atom comes out at 2.88 eV/A.

Last column: Mulliken charge in e.
Cartesian coordinates (Å):
Cl  -0.49868  1.44034  1.63450  -0.174
H  -1.87647  -0.44657  -0.20363  0.403
H  -1.42521  -3.10458  -0.89673  0.302
C  -0.82572  -0.48932  -0.23424  -0.297
C  -0.23336  -1.54562  -1.17371  -0.446
O  -1.22699  -2.47883  -1.60646  -0.521
Cl  1.59480  0.68429  -0.27367  -0.151
C  0.00811  0.41758  0.31997  0.287
H  0.24667  -1.04926  -2.08803  0.293
H  0.54261  -1.98360  -0.56624  0.304

=====

No. 3
C3H4Cl2S | ωB97M-V/def2-TZVPD

For the energy above the lowest of the compared OMol25 structures with the same formula, charge and spin, the calculation gives 0.5945 eV. The HOMO-LUMO gap comes out at 8.33 eV. The spin multiplicity is 1. As for the SMILES: S=C(CCl)CCl. The HOMO energy comes out at -9.13 eV. The strongest force on any atom comes out at 5.15 eV/A.

Last column: Mulliken charge in e.
Cartesian coordinates (Å):
H  0.50775  1.04727  1.49174  0.293
S  0.79827  1.34639  -1.85490  -0.212
C  1.12678  0.52705  0.78304  -0.390
H  2.17468  0.88389  0.76974  0.366
H  -1.45795  -0.37371  -1.53503  0.361
Cl  -2.11336  -0.27256  0.56274  -0.145
C  -0.88275  -0.48339  -0.62841  -0.559
C  0.24868  0.42025  -0.60983  0.084
H  -0.42238  -1.43295  -0.53719  0.401
Cl  1.14097  -1.16568  1.33258  -0.196

=====

No. 4
C3H4ClFN2 | ωB97M-V/def2-TZVPD

For the energy above the lowest of the compared OMol25 structures with the same formula, charge and spin, the calculation gives 0.3017 eV. The HOMO-LUMO gap comes out at 10.35 eV. The spin multiplicity is 1. As for the SMILES: [H]/N=C(N)/C=C(/F)Cl. The HOMO energy comes out at -9.53 eV. The strongest force on any atom comes out at 2.62 eV/A.

Last column: Mulliken charge in e.
Cartesian coordinates (Å):
N  -0.42432  -1.61822  0.00148  -0.558
H  0.38228  1.63423  -0.04396  0.214
F  2.81846  1.24317  -0.05487  -0.220
C  0.61711  0.56176  0.06371  -0.435
N  -1.77405  0.38990  -0.21644  -0.476
H  -1.74466  1.24215  0.29738  0.226
H  -2.64045  -0.10966  -0.10628  0.246
Cl  2.70456  -1.17071  -0.08193  -0.130
C  1.91563  0.33065  -0.00735  0.351
H  -1.26549  -2.12334  0.14734  0.211
C  -0.58906  -0.37992  0.00093  0.571

=====

No. 5
C3H4ClFN2 | ωB97M-V/def2-TZVPD

For the energy above the lowest of the compared OMol25 structures with the same formula, charge and spin, the calculation gives 1.4237 eV. The HOMO-LUMO gap comes out at 8.95 eV. The spin multiplicity is 1. As for the SMILES: N/N=C/C(Cl)=C/F. The HOMO energy comes out at -8.22 eV. The strongest force on any atom comes out at 2.40 eV/A.

Last column: Mulliken charge in e.
Cartesian coordinates (Å):
C  -1.73144  1.08017  -0.07379  -0.084
H  2.49509  -1.14792  0.10359  0.215
H  0.28970  -1.56317  0.43561  0.335
C  -1.23445  -0.16180  0.03942  0.284
N  1.08596  0.29571  -0.12212  -0.175
N  2.32757  -0.14031  0.00442  -0.438
C  0.15780  -0.51676  0.19198  -0.328
H  3.09972  0.35740  -0.41151  0.226
H  -1.10546  1.94870  -0.15004  0.407
F  -3.00139  1.31450  0.06209  -0.234
Cl  -2.38310  -1.46652  -0.07966  -0.208

=====

No. 6
C3H4ClFO | ωB97M-V/def2-TZVPD

For the energy above the lowest of the compared OMol25 structures with the same formula, charge and spin, the calculation gives 2.0986 eV. The HOMO-LUMO gap comes out at 11.74 eV. The spin multiplicity is 1. As for the SMILES: F[C@@H](Cl)[C@H]1CO1. The HOMO energy comes out at -10.75 eV. The strongest force on any atom comes out at 4.92 eV/A.

Last column: Mulliken charge in e.
Cartesian coordinates (Å):
H  -0.00280  -0.01215  -1.52094  0.324
O  0.80701  -1.40567  -0.02188  -0.432
C  -1.16249  0.15707  0.28630  0.213
H  1.70393  0.42184  1.03668  0.205
H  -0.92440  0.24850  1.41827  0.223
F  -1.23048  1.39091  -0.15538  -0.213
C  0.06851  -0.13882  -0.43760  0.021
Cl  -2.69204  -0.74370  -0.07285  -0.162
H  2.08709  0.12374  -0.59616  0.273
C  1.34566  -0.04170  0.06355  -0.451

=====

No. 7
C3H4ClFS | ωB97M-V/def2-TZVPD

For the energy above the lowest of the compared OMol25 structures with the same formula, charge and spin, the calculation gives 0.5990 eV. The HOMO-LUMO gap comes out at 8.54 eV. The spin multiplicity is 1. As for the SMILES: F[C@@H](Cl)CC=S. The HOMO energy comes out at -8.97 eV. The strongest force on any atom comes out at 3.59 eV/A.

Last column: Mulliken charge in e.
Cartesian coordinates (Å):
S  2.59604  -0.11702  -0.68049  -0.208
F  -0.62463  1.51140  -0.94881  -0.247
Cl  -1.93683  -0.72255  -0.74611  -0.179
H  0.67923  -1.47888  -1.00875  0.319
H  -1.71458  1.05119  0.76370  0.296
H  0.73792  0.80718  1.05693  0.282
C  -1.04703  0.57760  0.02420  0.196
H  0.00526  -0.83947  1.38095  0.357
C  1.11559  -0.69173  -0.42555  -0.154
C  0.18902  -0.09772  0.58392  -0.661

=====

No. 8
C3H4ClIN2 | ωB97M-V/def2-TZVPD

For the energy above the lowest of the compared OMol25 structures with the same formula, charge and spin, the calculation gives 1.6609 eV. The HOMO-LUMO gap (spin up / spin down) comes out at 8.06 / 8.24 eV. The spin multiplicity is 1. The HOMO energy (spin up / spin down) comes out at -8.12 / -8.27 eV. The strongest force on any atom comes out at 4.00 eV/A.

Last column: Mulliken charge in e.
Cartesian coordinates (Å):
C  0.19552  1.10868  -0.24646  -0.619
N  0.66172  0.34483  1.86476  -0.308
N  0.44630  1.23155  1.14556  0.169
C  -0.48614  -0.24296  -0.50830  -0.601
H  -0.30514  1.92976  -0.51958  0.482
H  1.14656  1.26886  -0.62542  0.315
I  -2.68701  -0.05668  -0.29506  0.086
H  -0.58296  -2.05959  0.69126  0.369
H  -0.21823  -0.38253  -1.49291  0.467
C  0.14658  -1.33000  0.32019  -0.192
Cl  1.68278  -1.81193  -0.33404  -0.167

=====

No. 9
C3H4ClNO | ωB97M-V/def2-TZVPD

For the energy above the lowest of the compared OMol25 structures with the same formula, charge and spin, the calculation gives 1.1491 eV. The HOMO-LUMO gap comes out at 11.85 eV. The spin multiplicity is 1. As for the SMILES: CC(=O)Cl.C#N. The HOMO energy comes out at -11.29 eV. The strongest force on any atom comes out at 2.71 eV/A.

Last column: Mulliken charge in e.
Cartesian coordinates (Å):
H  1.53960  -1.18787  -2.99399  0.254
O  0.76807  1.07284  -0.86797  -0.403
C  -0.47874  0.31651  0.95605  -0.925
N  0.01967  -0.73133  -4.52653  -0.364
Cl  0.46966  -1.60453  -0.67069  -0.240
H  -1.20119  -0.56623  1.02019  0.317
H  -0.95968  1.22524  0.92010  0.334
C  0.81599  -0.96691  -3.73687  0.104
H  0.21824  0.63868  1.82070  0.268
C  0.34947  0.15719  -0.27362  0.655

=====

No. 10
C3H4ClNO2 | ωB97M-V/def2-TZVPD

For the energy above the lowest of the compared OMol25 structures with the same formula, charge and spin, the calculation gives 3.4901 eV. The HOMO-LUMO gap comes out at 9.76 eV. The spin multiplicity is 1. The HOMO energy comes out at -9.15 eV. The strongest force on any atom comes out at 4.89 eV/A.

Last column: Mulliken charge in e.
Cartesian coordinates (Å):
O  2.30107  1.47841  -0.24227  -0.373
C  -0.78300  0.29123  0.70804  -0.227
H  -1.21295  -1.57271  -0.75216  0.322
H  -0.76025  -0.31920  1.68348  0.258
O  0.17656  1.29223  0.59815  -0.227
Cl  1.52336  -1.75736  0.39293  -0.130
C  1.23917  1.05343  -0.04677  0.648
N  0.82755  -0.76476  -0.85274  -0.337
C  -0.58084  -0.56722  -0.57157  -0.501
H  -0.94837  0.11739  -1.43965  0.282
H  -1.78229  0.74856  0.52256  0.283

=====

No. 11
C3H4ClNO2 | ωB97M-V/def2-TZVPD

For the energy above the lowest of the compared OMol25 structures with the same formula, charge and spin, the calculation gives 4.6663 eV. The HOMO-LUMO gap comes out at 7.36 eV. The spin multiplicity is 1. The HOMO energy comes out at -8.24 eV. The strongest force on any atom comes out at 5.20 eV/A.

Last column: Mulliken charge in e.
Cartesian coordinates (Å):
Cl  1.28994  1.49249  0.61926  -0.175
O  -1.65893  -1.41848  0.79138  -0.116
H  -0.48554  1.23212  0.35233  0.186
C  -1.62134  -0.46589  0.20950  0.639
H  -1.15135  0.75333  -1.30233  0.343
C  1.90248  -0.90914  -0.15521  0.108
H  -2.38738  1.29142  0.01631  0.349
N  1.13083  -0.22007  0.61402  -0.448
C  -1.49243  0.77087  -0.19843  -0.616
H  1.63085  -1.95575  -0.08006  0.351
O  2.84287  -0.57091  -0.86674  -0.621

=====

No. 12
C3H4ClNO2 | ωB97M-V/def2-TZVPD

For the energy above the lowest of the compared OMol25 structures with the same formula, charge and spin, the calculation gives 3.0643 eV. The HOMO-LUMO gap comes out at 9.67 eV. The spin multiplicity is 1. As for the SMILES: ClOC1=NCCO1. The HOMO energy comes out at -9.81 eV. The strongest force on any atom comes out at 3.33 eV/A.

Last column: Mulliken charge in e.
Cartesian coordinates (Å):
C  1.05308  -0.25795  -0.03739  0.678
H  -1.11015  1.23038  1.13500  0.229
O  0.17255  -1.27798  0.17322  -0.355
Cl  3.48908  0.57814  -0.14309  0.028
H  -1.29613  1.32165  -0.80033  0.292
C  -1.11701  -0.72175  -0.06478  -0.324
H  -1.63616  -0.92766  -0.97347  0.292
N  0.58853  0.89510  -0.21695  -0.474
H  -1.71390  -0.99168  0.81017  0.259
O  2.38405  -0.67602  0.07884  -0.279
C  -0.81395  0.82777  0.03878  -0.346